{
  "formula": "C30H39N3O2Pt",
  "method": "ωB97M-V/def2-TZVPD",
  "charge": 2,
  "species": ["Pt", "C", "C", "C", "C", "C", "C", "C", "C", "C", "C", "C", "C", "C", "C", "C", "C", "C", "H", "H", "H", "H", "H", "H", "H", "H", "H", "H", "H", "H", "H", "H", "H", "H", "H", "H", "H", "H", "H", "H", "H", "H", "H", "H", "H", "H", "H", "O", "C", "C", "C", "C", "C", "C", "C", "O", "N", "N", "C", "C", "C", "C", "C", "C", "N", "H", "H", "H", "H", "H", "H", "H", "H", "H", "H"],
  "coordinates": [[-0.797, -0.400, 0.136], [0.279, 1.448, 0.880], [0.864, 1.305, -0.396], [-0.286, 1.242, -1.378], [-1.454, 1.499, -0.634], [-1.144, 1.638, 0.781], [-2.015, 2.135, 1.893], [-3.495, 1.851, 1.631], [-1.780, 3.663, 1.917], [-1.583, 1.515, 3.227], [-0.321, 1.037, -2.889], [0.343, 2.257, -3.557], [0.333, -0.282, -3.333], [-1.771, 1.002, -3.393], [2.349, 1.467, -0.564], [3.021, 0.799, -1.765], [3.084, 1.067, 0.730], [2.470, 3.016, -0.721], [0.840, 1.520, 1.797], [-2.452, 1.604, -1.016], [-3.821, 2.209, 0.652], [-4.096, 2.371, 2.376], [-3.717, 0.785, 1.715], [-2.128, 4.138, 0.998], [-0.727, 3.906, 2.065], [-2.343, 4.086, 2.749], [-1.494, 0.428, 3.157], [-2.334, 1.737, 3.984], [-0.636, 1.922, 3.582], [1.405, 2.334, -3.354], [-0.143, 3.187, -3.254], [0.223, 2.159, -4.635], [1.414, -0.240, -3.333], [0.019, -0.493, -4.355], [0.015, -1.121, -2.710], [-2.345, 1.889, -3.121], [-2.285, 0.098, -3.064], [-1.750, 0.961, -4.480], [2.695, -0.220, -1.914], [4.094, 0.775, -1.591], [2.861, 1.346, -2.690], [2.829, 0.056, 1.047], [2.892, 1.763, 1.547], [4.155, 1.093, 0.543], [1.979, 3.386, -1.618], [3.534, 3.244, -0.798], [2.074, 3.544, 0.148], [3.733, -2.143, -0.872], [3.763, -2.940, 0.214], [4.955, -3.599, 0.494], [5.038, -4.434, 1.587], [3.937, -4.634, 2.425], [2.760, -3.990, 2.156], [2.642, -3.122, 1.049], [1.377, -2.443, 0.797], [1.238, -1.577, -0.148], [0.363, -2.765, 1.609], [-0.743, -2.122, 1.297], [-1.891, -2.571, 1.686], [-3.036, -2.013, 1.023], [-4.338, -2.403, 1.303], [-5.372, -1.922, 0.522], [-5.074, -1.070, -0.532], [-3.762, -0.701, -0.749], [-2.751, -1.151, 0.010], [2.830, -1.795, -0.947], [5.796, -3.443, -0.167], [5.969, -4.945, 1.795], [4.015, -5.295, 3.276], [1.900, -4.138, 2.793], [-1.939, -3.456, 2.308], [-4.517, -3.086, 2.122], [-6.393, -2.215, 0.722], [-5.842, -0.693, -1.191], [-3.515, -0.059, -1.574]],
  "atomic_forces_ev_per_a": [[-0.180, -0.515, -1.389], [0.023, -0.014, 0.151], [-0.080, 0.113, 0.097], [-0.160, -0.286, -0.013], [0.319, 0.431, 0.496], [0.127, 0.163, 0.220], [-0.093, -0.048, -0.058], [0.025, -0.038, -0.015], [-0.021, 0.000, 0.003], [-0.006, 0.010, 0.003], [-0.017, 0.049, -0.018], [-0.028, 0.007, -0.014], [0.017, -0.001, 0.004], [0.008, -0.011, 0.053], [0.045, -0.065, 0.071], [-0.026, 0.079, -0.071], [-0.024, -0.047, -0.008], [0.020, -0.002, 0.046], [-0.032, -0.071, 0.025], [0.000, -0.062, -0.156], [-0.015, 0.015, 0.005], [0.003, -0.005, 0.014], [-0.002, -0.011, -0.016], [0.007, 0.006, -0.009], [0.003, 0.005, 0.002], [-0.008, 0.005, 0.002], [-0.029, 0.004, 0.009], [0.014, 0.032, 0.012], [0.025, -0.028, -0.014], [-0.010, 0.004, 0.006], [0.001, 0.006, -0.006], [0.009, -0.003, -0.005], [-0.001, -0.009, -0.004], [0.003, 0.005, -0.011], [-0.001, 0.010, -0.015], [-0.010, 0.002, -0.001], [-0.022, -0.016, 0.018], [0.002, 0.003, -0.003], [0.039, -0.031, 0.047], [0.007, 0.011, -0.001], [-0.002, -0.016, 0.010], [0.017, -0.007, -0.011], [-0.020, -0.015, 0.012], [0.004, 0.022, -0.001], [-0.006, 0.012, 0.012], [0.010, -0.010, -0.011], [0.003, 0.000, 0.009], [-0.023, -0.007, 0.022], [-0.106, 0.003, 0.004], [0.055, -0.037, 0.029], [0.056, 0.038, -0.083], [0.025, -0.054, 0.070], [-0.093, 0.086, -0.043], [0.038, 0.051, -0.044], [0.132, 0.008, 0.266], [-0.392, -0.152, -0.255], [0.069, 0.130, 0.027], [0.268, 0.470, 0.619], [0.060, -0.103, -0.118], [-0.154, 0.124, 0.023], [-0.004, 0.012, -0.015], [0.002, -0.009, 0.019], [0.056, 0.006, -0.004], [-0.028, -0.080, -0.053], [0.044, -0.180, 0.124], [0.016, -0.040, 0.002], [0.002, -0.005, 0.002], [0.006, 0.003, -0.005], [-0.003, 0.000, -0.002], [-0.001, 0.002, -0.009], [0.007, -0.005, -0.015], [-0.006, -0.003, 0.001], [-0.003, -0.007, 0.002], [-0.001, 0.004, -0.002], [0.042, 0.061, -0.039]],
  "lowdin_charge": [1.50, -0.04, -0.08, -0.11, -0.08, -0.24, -0.55, -0.02, 0.00, -0.02, -0.51, 0.00, -0.01, -0.04, -0.49, -0.01, -0.01, 0.02, 0.14, 0.11, 0.09, 0.11, 0.08, 0.10, 0.10, 0.11, 0.08, 0.11, 0.10, 0.06, 0.11, 0.11, 0.07, 0.11, 0.08, 0.10, 0.08, 0.11, 0.05, 0.11, 0.08, 0.09, 0.09, 0.11, 0.08, 0.12, 0.10, 0.07, -0.24, 0.01, -0.03, -0.06, -0.02, -0.08, -0.38, -0.12, 0.09, -0.15, -0.02, -0.24, 0.03, 0.01, 0.00, -0.10, -0.02, 0.05, 0.13, 0.12, 0.11, 0.11, 0.16, 0.14, 0.14, 0.13, 0.09]
}



{
  "formula": "C30H40Br45IN4O2P",
  "method": "ωB97M-V/def2-TZVPD",
  "charge": 1,
  "species": ["C", "C", "C", "C", "C", "N", "C", "C", "C", "O", "N", "C", "N", "I", "P", "C", "C", "C", "N", "C", "C", "C", "O", "H", "H", "H", "H", "H", "H", "H", "H", "H", "H", "H", "H", "H", "H", "H", "H", "H", "H", "H", "H", "H", "H", "H", "H", "H", "C", "Br", "Br", "Br", "H", "C", "Br", "Br", "Br", "H", "C", "Br", "Br", "Br", "H", "C", "Br", "Br", "Br", "H", "C", "Br", "Br", "Br", "H", "C", "Br", "Br", "Br", "H", "C", "Br", "Br", "Br", "H", "C", "Br", "Br", "Br", "H", "C", "Br", "Br", "Br", "H", "C", "Br", "Br", "Br", "H", "C", "Br", "Br", "Br", "H", "C", "Br", "Br", "Br", "H", "C", "Br", "Br", "Br", "H", "C", "Br", "Br", "Br", "H", "C", "Br", "Br", "Br", "H"],
  "coordinates": [[-2.318, 2.480, 3.072], [-2.073, 2.949, 1.989], [-1.816, 3.525, 0.669], [-2.270, 2.556, -0.436], [-1.690, 2.843, -1.813], [-0.357, 2.269, -1.989], [-0.120, 0.970, -1.975], [-1.113, -0.122, -1.846], [-0.923, -0.964, -0.589], [-1.867, -2.022, -0.606], [1.163, 0.715, -2.103], [1.768, 1.895, -2.240], [3.112, 1.958, -2.399], [4.242, 3.642, -2.659], [3.901, 0.356, -2.331], [4.090, 0.116, -0.539], [5.572, 0.488, -3.045], [6.735, 1.034, -2.187], [0.859, 2.902, -2.192], [0.891, 4.343, -2.312], [0.854, 5.102, -0.978], [1.774, 4.632, 0.079], [1.954, 5.887, -0.710], [-2.167, 1.918, 3.957], [-2.379, 4.450, 0.577], [-0.739, 3.685, 0.626], [-2.100, 1.536, -0.107], [-3.350, 2.670, -0.528], [-2.327, 2.377, -2.561], [-1.743, 3.909, -2.014], [-2.124, 0.274, -1.889], [-1.017, -0.765, -2.721], [0.075, -1.391, -0.569], [-1.150, -0.393, 0.308], [-1.526, -2.754, -1.137], [4.547, 0.988, -0.069], [3.088, 0.012, -0.133], [4.686, -0.767, -0.339], [5.803, -0.554, -3.277], [5.529, 0.995, -4.006], [6.452, 1.256, -1.164], [7.601, 0.382, -2.229], [7.068, 1.980, -2.613], [-0.003, 4.648, -2.853], [1.723, 4.718, -2.889], [-0.120, 5.449, -0.650], [1.625, 5.038, 1.068], [2.638, 4.029, -0.155], [-4.831, 6.679, 0.660], [-3.477, 6.622, 2.025], [-4.197, 5.970, -1.025], [-6.441, 5.805, 1.218], [-5.068, 7.718, 0.488], [-3.989, 3.435, 7.458], [-5.245, 4.877, 7.622], [-3.142, 3.436, 5.724], [-2.699, 3.442, 8.881], [-4.546, 2.513, 7.535], [3.283, -4.126, -1.070], [4.872, -3.284, -1.745], [2.048, -2.811, -0.390], [2.458, -5.245, -2.385], [3.570, -4.755, -0.236], [0.481, 3.845, -6.719], [1.443, 2.716, -5.486], [-0.422, 2.812, -8.051], [-0.726, 5.028, -5.794], [1.212, 4.462, -7.220], [-6.981, 8.583, 8.129], [-8.234, 7.129, 8.192], [-5.770, 8.524, 9.623], [-6.037, 8.619, 6.457], [-7.543, 9.502, 8.208], [9.020, -3.426, -3.609], [7.772, -3.132, -5.040], [10.719, -2.605, -3.952], [8.290, -2.866, -1.922], [9.190, -4.492, -3.541], [-6.606, 1.039, 2.202], [-4.826, 1.765, 2.032], [-7.182, 0.335, 0.508], [-6.669, -0.315, 3.564], [-7.279, 1.831, 2.499], [-1.738, -5.212, 0.073], [-3.314, -6.193, 0.546], [-0.138, -6.052, 0.733], [-1.638, -4.900, -1.830], [-1.811, -4.242, 0.545], [3.139, -5.088, 3.859], [3.949, -6.296, 2.600], [2.954, -3.341, 3.074], [1.473, -5.728, 4.567], [3.822, -4.996, 4.691], [5.870, -7.800, -1.314], [4.100, -8.475, -0.993], [6.049, -7.027, -3.065], [6.401, -6.559, 0.057], [6.547, -8.640, -1.263], [-5.937, -3.285, 0.963], [-4.236, -2.383, 0.942], [-6.270, -4.202, -0.691], [-6.088, -4.457, 2.477], [-6.697, -2.524, 1.069], [12.772, -5.561, -1.893], [14.030, -5.922, -0.490], [13.339, -6.297, -3.573], [11.003, -6.160, -1.424], [12.720, -4.489, -2.013], [-3.716, -3.450, -4.342], [-3.322, -3.015, -2.514], [-2.187, -4.180, -5.247], [-5.249, -4.608, -4.471], [-3.974, -2.531, -4.846], [-4.083, -8.349, -5.236], [-5.394, -9.743, -5.077], [-2.836, -8.375, -3.776], [-3.185, -8.403, -6.934], [-4.608, -7.407, -5.185], [-7.242, 5.070, 11.473], [-6.429, 4.126, 12.935], [-7.973, 3.853, 10.174], [-8.553, 6.334, 12.089], [-6.461, 5.632, 10.980]],
  "atomic_forces_ev_per_a": [[1.483, -0.079, -0.955], [-0.166, 0.199, 0.391], [-0.092, -0.749, 0.202], [-0.316, 0.504, 0.268], [-0.532, -0.023, 0.140], [-0.405, 0.286, -0.108], [0.295, -0.616, 0.069], [-0.395, 0.380, -0.293], [-0.550, -0.553, -0.224], [0.571, 0.503, 0.824], [0.262, -0.315, 0.094], [0.607, 0.662, -0.135], [0.304, 0.032, 0.055], [-0.082, 0.072, 0.127], [-0.822, -1.580, -0.882], [0.274, 1.137, -0.027], [0.729, 0.437, 0.869], [-0.074, 0.656, -0.665], [-0.105, -0.051, 0.136], [-0.919, 1.063, 0.429], [0.218, -1.608, 0.103], [0.802, 2.542, -0.464], [0.010, 0.154, -0.130], [-0.425, -0.115, 0.207], [0.320, 0.286, -0.066], [0.033, 0.290, -0.165], [0.104, -0.122, -0.162], [-0.099, -0.126, -0.026], [0.045, -0.013, -0.165], [0.447, 0.102, -0.061], [-0.122, -0.090, 0.132], [0.211, -0.077, -0.054], [0.115, 0.430, 0.156], [0.289, 0.142, 0.124], [0.532, 0.065, 0.095], [0.144, -0.043, 0.144], [-0.072, -0.234, 0.050], [-0.009, -0.152, 0.031], [-0.286, -0.163, -0.080], [-0.205, 0.005, -0.129], [0.081, -0.245, 0.185], [-0.018, -0.227, 0.233], [0.059, 0.119, 0.066], [0.046, -0.217, -0.366], [0.242, -0.412, -0.104], [-0.031, 0.326, -0.123], [-0.240, -1.016, 0.487], [-0.295, -0.728, 0.281], [-0.023, 0.017, 0.101], [-0.032, -0.016, -0.021], [0.004, 0.012, -0.034], [0.006, -0.034, 0.002], [0.008, 0.020, -0.042], [0.009, 0.049, 0.061], [-0.011, 0.058, -0.028], [-0.243, 0.190, 0.422], [0.003, 0.015, -0.003], [-0.004, -0.027, -0.011], [-0.067, -0.069, 0.005], [0.053, -0.165, -0.023], [0.018, -0.121, -0.128], [-0.046, 0.049, -0.049], [0.032, 0.027, 0.034], [-0.031, -0.026, -0.051], [0.033, -0.057, -0.056], [-0.019, -0.012, 0.010], [-0.019, 0.012, 0.023], [0.025, 0.027, 0.019], [-0.024, -0.020, 0.042], [0.009, -0.032, -0.002], [0.017, -0.017, 0.020], [0.043, 0.025, -0.056], [-0.006, 0.024, -0.008], [-0.002, -0.130, -0.010], [-0.022, 0.023, -0.001], [0.050, 0.026, -0.008], [0.083, 0.061, 0.080], [-0.007, -0.026, 0.020], [0.201, -0.159, -0.209], [-0.593, -0.137, 0.287], [-0.228, 0.010, -0.118], [-0.004, -0.014, 0.038], [-0.021, 0.032, -0.067], [0.212, -0.340, 0.085], [0.101, -0.055, -0.071], [0.103, -0.051, 0.158], [2.866, -3.415, 1.335], [-0.025, 0.055, 0.003], [0.033, 0.010, 0.099], [-0.157, -0.030, 0.026], [-0.007, 0.035, 0.082], [0.042, -0.038, -0.104], [0.023, 0.016, 0.009], [0.029, -0.034, -0.023], [-0.002, 0.005, 0.011], [-0.005, 0.028, -0.018], [0.080, 0.039, -0.047], [0.018, -0.017, 0.004], [-0.064, 0.065, 0.161], [-0.231, -0.139, 0.016], [-0.142, 0.026, 0.011], [-0.063, -0.011, 0.064], [-0.013, 0.011, 0.007], [0.039, 0.049, -0.031], [0.001, -0.016, 0.008], [-0.005, -0.006, -0.016], [-0.112, 0.027, -0.005], [-0.021, 0.024, -0.003], [-0.329, 0.046, 0.166], [-3.619, 3.434, -2.550], [0.144, -0.129, -0.059], [-0.054, -0.082, -0.042], [0.003, -0.020, -0.047], [-0.024, 0.028, -0.003], [0.002, -0.012, -0.003], [0.031, 0.040, 0.057], [0.015, 0.002, -0.020], [0.003, 0.030, -0.001], [0.043, 0.046, -0.031], [0.018, -0.012, 0.010], [-0.082, -0.047, 0.058], [-0.002, -0.029, -0.006], [-0.005, 0.017, -0.047]],
  "lowdin_charge": [-0.13, -0.19, -0.21, -0.17, -0.09, 0.06, -0.25, -0.07, -0.23, -0.36, 0.19, -0.51, -0.63, 1.08, 0.88, -0.30, -0.45, -0.17, 0.04, -0.13, -0.32, -0.03, -0.05, -0.02, 0.02, 0.10, 0.09, 0.10, 0.14, 0.11, 0.12, 0.14, 0.01, 0.13, -0.09, 0.04, 0.00, 0.00, 0.04, 0.06, 0.05, 0.05, 0.04, 0.08, 0.05, 0.14, 0.12, 0.06, -1.61, 0.62, 0.59, 0.60, -0.03, -1.62, 0.55, 0.67, 0.59, -0.03, -1.56, 0.56, 0.63, 0.58, -0.06, -1.62, 0.62, 0.62, 0.60, -0.02, -1.63, 0.55, 0.58, 0.56, -0.03, -1.64, 0.58, 0.60, 0.54, -0.05, -1.58, 0.69, 0.59, 0.60, -0.02, -1.55, 0.61, 0.58, 0.55, -0.05, -1.63, 0.56, 0.55, 0.59, -0.03, -1.61, 0.58, 0.57, 0.54, -0.03, -1.62, 0.63, 0.56, 0.58, -0.09, -1.66, 0.59, 0.58, 0.56, -0.05, -1.54, 0.60, 0.60, 0.62, -0.03, -1.67, 0.58, 0.56, 0.57, -0.09, -1.66, 0.58, 0.53, 0.56, -0.06]
}



Number 1: LUMO level -8.53 eV. Number 2: LUMO level -3.23 eV.